Below is 3 unconnected molecules or ions with the total composition C36H68NO12P3S2, with properties calculated with ωB97M-V/def2-TZVPD.

Summary:
HOMO ... -8.1 eV
Kohn-Sham gap ... 0.25755 hartree

Last column: Löwdin charge in e.
Geometry (Å):
C  -4.141  0.708  -1.856  -0.110
C  -4.027  0.937  -3.376  -0.221
C  -2.580  0.634  -3.842  -0.198
C  -2.487  -0.647  -4.691  -0.213
N  -1.149  -0.781  -5.300  -0.155
C  -0.894  0.252  -6.321  -0.208
C  0.442  1.004  -6.177  -0.186
C  0.839  1.361  -4.732  -0.163
C  2.107  0.583  -4.331  -0.139
C  2.311  0.507  -2.846  -0.129
C  2.741  1.543  -2.130  0.077
C  2.963  1.383  -0.672  -0.319
O  3.746  2.117  -0.095  0.109
C  2.209  0.322  0.075  -0.147
C  2.026  0.471  1.550  -0.050
C  1.519  1.832  2.000  -0.463
O  1.507  2.839  1.354  0.150
O  1.078  1.872  3.315  0.079
C  1.775  -0.735  -0.630  -0.228
P  0.879  -2.118  0.176  1.038
C  -0.680  -1.488  0.958  -0.391
C  -1.484  -0.438  0.123  -0.125
C  0.309  -3.347  -1.071  -0.431
C  1.345  -4.448  -1.393  -0.149
C  2.076  -0.781  -2.101  -0.300
O  2.171  -1.825  -2.713  0.100
C  -0.864  -2.054  -5.762  -1.057
S  0.564  -2.370  -6.508  0.698
S  -2.003  -3.427  -5.562  0.880
C  -1.165  -4.412  -4.269  -0.466
C  -2.100  -4.718  -3.096  -0.324
C  -3.322  -5.508  -3.608  -0.124
H  -3.632  -0.209  -1.560  0.039
H  -5.209  0.621  -1.638  0.074
H  -3.777  1.552  -1.273  0.074
H  -4.184  2.002  -3.536  0.104
H  -4.730  0.315  -3.927  0.104
H  -2.133  1.495  -4.337  0.096
H  -1.964  0.438  -2.956  0.093
H  -3.228  -0.547  -5.493  0.127
H  -2.716  -1.461  -4.014  0.091
H  -1.678  1.010  -6.330  0.116
H  -0.908  -0.182  -7.322  0.108
H  1.207  0.380  -6.637  0.071
H  0.375  1.893  -6.808  0.111
H  1.090  2.423  -4.745  0.111
H  0.044  1.190  -4.008  0.089
H  2.138  -0.404  -4.791  0.088
H  2.964  1.132  -4.729  0.127
H  2.970  2.492  -2.598  0.137
H  1.395  -0.283  2.008  0.077
H  3.025  0.345  2.004  0.142
H  0.449  1.144  3.400  0.097
H  -0.528  -1.127  1.973  0.047
H  -1.313  -2.372  1.049  0.066
H  -1.926  0.305  0.786  0.062
H  -2.310  -0.958  -0.363  0.044
H  -0.858  -0.002  -0.652  0.057
H  0.041  -2.827  -1.995  0.051
H  -0.622  -3.810  -0.739  0.064
H  1.769  -4.249  -2.374  0.057
H  2.123  -4.500  -0.635  0.056
H  0.828  -5.406  -1.457  0.061
H  -0.329  -3.824  -3.887  0.048
H  -0.723  -5.319  -4.678  0.085
H  -1.554  -5.378  -2.417  0.096
H  -2.399  -3.811  -2.571  0.094
H  -3.852  -6.002  -2.795  0.070
H  -2.965  -6.262  -4.310  0.076
H  -4.015  -4.835  -4.112  0.055
C  -3.984  1.934  3.306  -0.079
C  -5.053  1.489  2.321  -0.281
O  -6.243  2.268  2.435  -0.194
P  -6.256  3.785  1.845  0.551
O  -6.250  3.636  0.365  -0.224
O  -7.828  4.166  2.122  -0.220
C  -8.660  4.654  1.069  -0.305
C  -9.465  3.535  0.438  -0.073
O  -5.807  4.480  3.260  -0.197
C  -5.483  5.892  3.282  -0.252
C  -6.695  6.787  3.092  -0.076
H  -3.612  2.930  3.058  0.069
H  -3.138  1.244  3.291  0.066
H  -4.387  1.981  4.316  0.084
H  -4.678  1.530  1.293  0.097
H  -5.331  0.456  2.531  0.119
H  -8.068  5.183  0.322  0.101
H  -9.337  5.389  1.511  0.115
H  -8.845  2.664  0.225  0.074
H  -9.929  3.871  -0.491  0.077
H  -10.253  3.206  1.117  0.075
H  -4.724  6.104  2.526  0.117
H  -5.039  6.082  4.258  0.118
H  -7.032  6.782  2.054  0.068
H  -6.443  7.817  3.349  0.082
H  -7.524  6.458  3.715  0.087
C  5.817  1.053  3.021  -0.088
C  7.305  1.184  3.293  -0.273
O  7.745  0.300  4.329  -0.197
P  7.894  -1.286  4.009  0.549
O  9.084  -1.408  3.126  -0.220
O  8.508  -1.794  5.445  -0.222
C  9.714  -2.556  5.496  -0.308
C  10.915  -1.669  5.758  -0.073
O  6.372  -1.664  4.495  -0.199
C  5.870  -3.002  4.263  -0.257
C  6.535  -4.051  5.135  -0.077
H  5.579  0.080  2.583  0.063
H  5.485  1.828  2.327  0.076
H  5.250  1.138  3.948  0.085
H  7.885  1.007  2.383  0.114
H  7.525  2.194  3.636  0.119
H  9.844  -3.136  4.582  0.101
H  9.603  -3.274  6.312  0.114
H  10.908  -0.784  5.123  0.076
H  11.843  -2.217  5.585  0.077
H  10.910  -1.319  6.791  0.075
H  5.977  -3.253  3.205  0.116
H  4.805  -2.964  4.486  0.116
H  7.548  -4.267  4.791  0.068
H  5.971  -4.984  5.096  0.081
H  6.597  -3.716  6.169  0.087

Cartesian forces, eV/Å:
C -1.0 -0.2 -0.6
C 1.5 0.2 0.7
C 0.1 -0.4 0.2
C -0.1 1.9 0.2
N -1.7 -1.3 -0.8
C 0.8 1.0 -0.3
C -0.3 -0.4 0.0
C 0.5 0.0 -0.6
C 0.4 0.1 0.1
C -0.3 0.1 0.3
C -0.3 -0.5 0.3
C 0.6 1.0 0.5
O -0.2 -0.5 -0.1
C -0.3 -0.1 -0.6
C 0.6 0.5 0.3
C -0.2 1.0 0.0
O 0.0 -0.7 0.2
O -0.1 -0.3 -0.8
C -0.9 0.0 -0.4
P 0.8 -1.1 1.3
C -0.6 0.7 -1.1
C 0.1 -1.0 0.5
C 0.0 0.4 -0.8
C -0.6 0.3 -0.2
C 0.2 -0.1 -0.6
O -0.2 0.0 0.3
C 1.4 -0.2 0.2
S -0.1 -0.1 -0.1
S -0.2 0.2 0.3
C 0.5 0.6 0.7
C -0.4 -0.9 -0.8
C 0.3 0.4 0.4
H -0.2 0.1 0.0
H 0.1 -0.1 0.4
H 0.3 0.0 -0.1
H -0.5 -0.1 -0.4
H -0.2 0.2 0.0
H -0.1 0.0 -0.2
H 0.1 0.2 0.0
H -0.1 -0.4 0.1
H 0.0 -0.3 -0.4
H -0.3 -0.3 0.4
H 0.0 -0.3 0.1
H 0.1 0.0 0.1
H -0.1 0.1 0.1
H -0.1 0.1 0.5
H -0.1 0.0 -0.1
H -0.2 -0.1 0.2
H 0.0 -0.1 -0.1
H 0.3 0.1 0.2
H 0.1 -0.3 -0.2
H -0.3 0.2 0.1
H 0.2 -0.1 0.5
H 0.3 -0.1 0.0
H 0.2 -0.2 0.2
H 0.1 0.3 -0.2
H 0.1 0.1 0.0
H -0.1 0.4 0.1
H 0.0 -0.1 0.0
H 0.1 0.2 0.5
H 0.3 0.0 0.1
H 0.1 -0.1 -0.1
H 0.1 -0.1 0.1
H 0.0 0.1 -0.3
H -0.3 -0.1 -0.2
H 0.1 0.2 0.2
H 0.0 0.0 0.0
H 0.0 0.0 0.0
H -0.2 -0.1 0.0
H 0.0 -0.1 -0.1
C 0.0 0.2 -0.1
C 0.3 -0.1 0.1
O 0.5 0.7 -0.1
P -5.7 -3.0 1.8
O 2.8 1.6 0.4
O 0.6 0.4 0.0
C -0.2 -0.1 -0.2
C -0.2 -0.1 0.1
O 1.8 0.5 -2.2
C -0.1 0.4 0.2
C -0.1 -0.1 -0.2
H 0.1 0.0 0.0
H 0.0 0.0 0.0
H 0.0 -0.1 0.0
H -0.1 0.0 0.0
H -0.2 0.1 0.0
H 0.1 -0.1 0.0
H 0.1 0.0 0.2
H 0.2 0.1 -0.1
H 0.0 0.0 0.0
H 0.0 0.0 0.0
H 0.0 0.0 0.0
H 0.0 -0.2 0.0
H 0.0 0.0 0.0
H 0.1 0.0 0.0
H 0.0 0.0 0.1
C -0.1 -0.1 0.0
C -0.2 0.2 -0.2
O -0.4 -0.7 -0.5
P 2.6 2.6 5.6
O -2.3 -1.2 -2.0
O -0.4 -0.3 -0.4
C 0.3 0.1 0.0
C 0.0 0.1 0.2
O 0.5 -0.7 -2.7
C -0.1 -0.3 0.1
C 0.2 0.0 -0.1
H 0.0 0.0 0.0
H 0.0 0.0 0.0
H 0.0 0.1 0.0
H 0.0 0.0 0.0
H 0.1 -0.1 0.1
H 0.0 0.1 -0.1
H -0.1 0.1 0.0
H 0.0 -0.1 -0.2
H 0.0 0.0 0.0
H 0.0 0.0 0.0
H -0.1 0.0 0.0
H 0.0 0.2 0.0
H 0.0 0.0 0.0
H -0.1 0.1 0.0
H -0.1 0.0 0.0